No. 1
Formula: C4H12N4
Source: the Open Molecules 2025 dataset
Level of theory: wB97M-V/def2-TZVPD

XYZ file:
```
20
Properties=species:S:1:pos:R:3:forces:R:3
C 0.708 1.876 -0.408 0.03 -0.78 -0.60
C 1.015 0.383 -0.120 -1.30 -0.96 0.80
N 0.090 -0.556 0.014 2.51 2.01 0.21
N -1.241 -0.059 -0.096 0.83 1.84 -2.16
C -1.784 0.127 1.173 1.11 -0.87 2.50
C -1.855 -1.001 -0.943 -0.41 -1.25 -0.57
N 2.359 0.046 0.133 -0.24 0.21 -0.78
N 2.797 -1.344 0.163 -1.90 0.17 0.05
H -0.181 1.969 -1.040 0.22 -0.46 -0.06
H 1.529 2.377 -0.935 0.01 -0.16 0.36
H 0.412 2.447 0.465 0.42 -0.14 0.44
H -2.816 0.365 1.267 -0.97 0.07 -0.63
H -1.563 -0.790 1.767 -0.44 0.20 0.17
H -1.245 0.921 1.688 0.05 0.16 0.03
H -1.796 -1.944 -0.415 -0.05 -1.02 -0.20
H -1.282 -1.052 -1.869 -0.09 -0.17 0.05
H -2.888 -0.862 -1.212 -0.47 0.70 0.21
H 3.015 0.634 -0.399 -0.43 -0.62 0.49
H 2.674 -1.676 1.147 0.06 0.51 -1.09
H 2.052 -1.862 -0.380 1.07 0.55 0.78
```
Forces are in eV/Å.

Relative energy (zero: lowest compared OMol25 entry of this formula, charge and spin) = 2.737 eV
Total energy = -378.537658 Eh
Max |F| = 3.223 eV/A
Molecular weight = 116.17 g/mol
HOMO = -7.92 eV
SMILES = C/C(=N\N(C)C)NN

=====

No. 2
Formula: C41H80BrF3NO19S
Source: the Open Molecules 2025 dataset
Level of theory: wB97M-V/def2-TZVPD

XYZ file:
```
146
Properties=species:S:1:pos:R:3:forces:R:3
C -4.000 9.297 -4.215 0.38 0.09 -0.36
C -2.735 8.477 -4.050 -0.93 0.31 -0.30
N -2.373 8.009 -2.956 0.86 -0.61 0.85
C -1.827 8.228 -5.241 0.00 1.05 -0.29
S -0.515 7.035 -4.793 -0.55 -0.39 0.78
Br 1.015 8.246 -3.820 -0.36 -0.23 -0.54
C 0.110 6.488 -6.446 -0.08 0.68 -0.89
O 0.651 5.203 -6.464 -0.59 1.05 0.41
C 1.992 5.146 -6.234 0.28 -1.68 -0.11
F 2.694 5.880 -7.046 0.40 1.54 -0.69
F 2.302 5.430 -4.986 0.05 1.41 0.62
F 2.346 3.912 -6.440 0.14 -1.38 -0.34
H -4.530 9.302 -3.263 -0.09 -0.22 -0.10
H -4.640 8.896 -5.004 -0.02 0.08 0.08
H -3.779 10.347 -4.433 0.10 -0.15 -0.23
H -3.031 8.228 -2.210 0.11 -0.25 0.13
H -1.372 9.197 -5.484 0.24 -0.24 -0.14
H -2.357 7.912 -6.145 0.13 -0.40 0.18
H 0.767 7.265 -6.848 0.16 -0.19 0.13
H -0.773 6.462 -7.091 -0.11 -0.05 0.32
O -4.950 5.584 -1.960 0.26 0.19 -0.01
C -4.293 5.071 -1.088 -0.25 -0.44 -0.06
O -3.132 5.649 -0.736 0.04 0.67 -0.07
C -2.330 5.264 0.390 0.16 -0.28 0.09
C -1.430 4.109 0.029 -0.02 -0.04 -0.20
C -4.702 3.772 -0.447 -0.23 0.29 0.48
H -2.946 5.059 1.267 -0.11 -0.09 -0.11
H -1.727 6.138 0.635 -0.15 0.12 -0.13
H -1.997 3.220 -0.241 0.00 -0.05 0.19
H -0.771 3.854 0.858 -0.03 -0.05 0.00
H -0.826 4.377 -0.837 0.05 0.21 0.12
H -4.388 2.948 -1.084 0.03 -0.01 0.07
H -5.787 3.761 -0.359 0.01 -0.02 -0.24
H -4.304 3.623 0.553 0.21 -0.13 -0.11
O -2.843 1.323 0.665 0.22 0.20 0.05
C -2.152 0.805 1.510 -0.20 -0.67 -0.12
O -0.983 1.382 1.845 -0.01 0.51 -0.09
C -0.174 0.947 2.948 0.19 -0.30 0.11
C 0.727 -0.207 2.557 -0.10 -0.08 -0.14
C -2.535 -0.510 2.133 0.11 0.31 0.07
H -0.796 0.716 3.814 -0.06 -0.06 -0.08
H 0.436 1.807 3.223 -0.11 0.10 -0.14
H 0.150 -1.082 2.256 -0.02 -0.01 0.10
H 1.374 -0.489 3.387 0.02 0.02 -0.03
H 1.352 0.072 1.707 0.06 0.05 0.08
H -2.231 -1.316 1.464 0.02 0.04 -0.03
H -3.612 -0.531 2.251 -0.01 -0.02 -0.20
H -2.114 -0.674 3.116 0.10 -0.09 -0.06
O -5.239 -0.972 -5.320 -0.06 0.12 0.15
C -4.341 -0.275 -4.927 0.19 0.04 -0.29
O -4.502 0.430 -3.795 -0.19 -0.08 0.18
C -3.448 1.149 -3.142 0.31 0.25 -0.10
C -3.268 2.529 -3.745 -0.16 0.07 -0.17
C -3.067 -0.113 -5.722 0.40 -0.26 0.25
H -2.525 0.572 -3.138 -0.10 0.03 -0.03
H -3.755 1.249 -2.101 -0.11 -0.22 -0.04
H -2.976 2.473 -4.796 0.10 -0.03 0.04
H -2.502 3.085 -3.200 -0.01 -0.04 0.04
H -4.206 3.088 -3.704 0.02 0.02 0.08
H -3.231 0.630 -6.503 -0.02 -0.01 0.00
H -2.830 -1.069 -6.184 -0.19 0.05 -0.13
H -2.205 0.170 -5.122 -0.07 0.15 0.01
O -0.655 -0.420 -2.558 0.03 0.14 -0.08
C 0.209 0.413 -2.533 0.25 -0.29 -0.02
O -0.126 1.709 -2.699 -0.39 0.16 0.03
C 0.779 2.795 -2.499 0.27 -0.06 -0.04
C 1.615 3.072 -3.726 -0.07 -0.62 0.16
C 1.662 0.033 -2.397 0.16 0.16 0.51
H 1.382 2.632 -1.605 0.02 -0.04 -0.03
H 0.157 3.663 -2.297 -0.15 -0.14 -0.01
H 2.251 2.225 -3.987 0.03 0.02 0.05
H 2.244 3.933 -3.557 0.11 -0.03 0.19
H 0.967 3.258 -4.579 -0.12 0.01 0.04
H 2.047 -0.257 -3.374 -0.01 -0.01 0.00
H 1.730 -0.815 -1.718 -0.11 -0.12 -0.18
H 2.288 0.817 -1.975 0.02 0.07 -0.18
O -3.944 -1.186 4.406 -0.13 -0.34 0.38
C -4.631 -2.063 4.867 -0.34 0.18 0.00
O -4.275 -3.341 4.671 0.43 -0.03 -0.02
C -4.913 -4.454 5.312 -0.30 -0.17 0.00
C -6.157 -4.889 4.566 -0.08 0.15 -0.10
C -5.920 -1.750 5.587 0.12 -0.06 0.48
H -5.111 -4.233 6.362 -0.04 0.08 -0.03
H -4.180 -5.259 5.298 0.13 0.15 -0.07
H -6.909 -4.100 4.542 -0.02 -0.03 0.09
H -6.596 -5.769 5.034 0.03 0.00 0.00
H -5.912 -5.127 3.530 0.05 -0.06 0.04
H -6.707 -1.594 4.850 0.01 -0.01 0.00
H -5.779 -0.834 6.157 0.00 0.09 -0.21
H -6.231 -2.515 6.294 -0.09 -0.09 -0.15
O 4.646 -2.502 2.883 -0.16 0.22 -0.14
C 4.888 -2.680 1.720 0.18 -0.53 0.08
O 4.290 -1.885 0.801 -0.20 0.51 0.07
C 4.627 -1.881 -0.585 0.01 -0.24 -0.12
C 3.897 -2.972 -1.342 -0.04 -0.12 0.04
C 5.775 -3.810 1.260 0.35 0.44 -0.17
H 5.708 -1.932 -0.723 -0.01 -0.08 0.03
H 4.312 -0.907 -0.961 -0.02 0.05 0.16
H 4.170 -3.965 -0.987 0.09 0.03 -0.03
H 4.120 -2.916 -2.409 -0.01 0.01 0.01
H 2.819 -2.870 -1.202 0.01 0.04 -0.04
H 5.189 -4.727 1.219 0.03 -0.02 0.03
H 6.577 -3.935 1.981 -0.19 -0.15 0.14
H 6.248 -3.636 0.295 -0.17 -0.08 -0.09
O 7.686 -5.928 2.645 0.03 0.19 0.07
C 8.775 -5.524 2.964 0.26 -0.42 -0.08
O 8.975 -4.196 3.054 -0.38 0.25 0.06
C 10.164 -3.611 3.596 0.31 0.01 0.00
C 11.260 -3.511 2.555 -0.02 -0.12 -0.15
C 9.929 -6.465 3.188 0.11 0.00 0.26
H 10.484 -4.146 4.491 -0.02 -0.09 -0.06
H 9.879 -2.610 3.919 -0.19 -0.06 -0.04
H 11.561 -4.495 2.193 0.05 0.00 0.09
H 12.138 -3.014 2.969 -0.02 0.01 0.01
H 10.911 -2.946 1.690 0.00 0.07 0.06
H 10.372 -6.724 2.225 -0.04 0.07 -0.03
H 9.545 -7.364 3.658 -0.03 -0.04 -0.18
H 10.697 -6.075 3.849 0.05 0.02 -0.09
O 9.404 -7.356 5.962 -0.07 0.18 0.15
C 8.277 -7.175 6.344 -0.07 -0.28 0.16
O 7.898 -5.935 6.694 0.22 0.29 -0.21
C 6.545 -5.568 6.987 -0.25 -0.05 0.19
C 6.183 -5.876 8.425 0.11 -0.14 0.07
C 7.310 -8.323 6.504 -0.31 0.04 -0.39
H 5.858 -6.027 6.275 0.05 -0.07 0.01
H 6.489 -4.493 6.820 0.18 -0.02 -0.09
H 6.245 -6.944 8.636 -0.09 0.00 -0.04
H 5.169 -5.539 8.645 0.01 0.01 -0.02
H 6.875 -5.376 9.104 -0.04 0.07 -0.04
H 7.496 -8.809 7.461 0.01 0.01 0.00
H 7.489 -9.034 5.701 0.19 -0.03 0.11
H 6.264 -8.034 6.440 0.01 0.04 0.18
O -9.968 -1.077 -0.784 0.17 0.03 0.00
C -9.460 -0.774 -1.831 -0.23 0.14 -0.08
O -8.158 -0.448 -1.862 0.17 -0.16 0.26
C -7.412 -0.241 -3.074 -0.13 0.17 -0.16
C -7.584 1.175 -3.585 -0.20 0.07 0.03
C -10.278 -0.677 -3.097 0.12 -0.42 -0.28
H -7.668 -0.992 -3.822 -0.06 0.04 0.00
H -6.373 -0.407 -2.816 -0.09 -0.09 0.19
H -8.625 1.385 -3.838 0.02 -0.03 -0.07
H -6.973 1.341 -4.472 0.02 -0.06 0.02
H -7.291 1.893 -2.817 0.08 -0.04 0.00
H -10.778 0.291 -3.121 0.00 0.00 0.00
H -11.028 -1.465 -3.080 -0.09 0.13 0.17
H -9.702 -0.811 -4.010 0.04 0.19 0.01
```
Forces are in eV/Å.

Total energy = -6366.091830 Eh
Max |F| = 1.738 eV/A
Molecular weight = 1060.04 g/mol
Charge = +1
HOMO = -10.73 eV

=====

No. 3
Formula: C51H44BrF5N5NaO6PSi2
Source: the Open Molecules 2025 dataset
Level of theory: wB97M-V/def2-TZVPD

XYZ file:
```
116
Properties=species:S:1:pos:R:3:forces:R:3
Na 0.594 -1.698 -3.731 0.23 -0.08 0.18
F 4.230 6.341 -1.233 -0.41 0.22 0.05
C 3.403 5.623 -0.462 0.33 -0.99 0.38
C 2.838 6.154 0.705 -1.05 -2.65 -1.00
F 2.861 7.457 0.923 0.07 0.08 0.47
C 2.075 5.203 1.468 0.50 1.33 0.15
F 1.405 5.753 2.526 0.40 -0.34 -0.48
C 1.966 3.840 1.204 0.00 0.94 0.01
P 0.869 2.503 2.125 -0.03 -0.95 0.45
C 0.019 3.424 3.446 -0.90 0.61 -1.31
C 0.457 3.203 4.722 0.73 -0.28 -0.16
C -0.134 3.836 5.770 -0.92 1.07 1.72
C -1.236 4.709 5.569 1.39 -1.50 -2.60
C -1.730 4.923 4.258 1.11 -1.01 0.18
C -1.095 4.257 3.202 1.20 -0.46 1.61
C -0.201 2.427 0.654 -0.25 0.93 -0.41
C -0.625 1.275 -0.028 -0.21 2.15 1.11
C -1.547 1.398 -1.032 0.11 0.48 -0.95
C -1.902 2.655 -1.537 -0.81 -0.16 -1.32
C -1.351 3.777 -0.962 -0.42 2.11 -0.01
C -0.565 3.708 0.179 -0.20 -2.24 -0.71
C 2.585 3.361 0.053 0.98 0.73 0.05
Br 2.791 1.496 -0.245 -0.10 0.38 -0.19
C 3.279 4.244 -0.771 -0.32 0.39 0.79
F 3.905 3.781 -1.841 0.30 0.12 -0.35
H 1.326 2.584 4.865 -0.01 -0.21 0.35
H 0.300 3.681 6.788 -0.65 0.23 -0.89
H -1.632 5.204 6.375 -1.04 1.12 1.82
H -2.552 5.570 3.995 -0.15 0.16 0.41
H -1.350 4.379 2.192 -0.87 0.36 -0.82
H -0.240 0.353 0.280 0.20 -1.34 0.26
H -1.853 0.504 -1.511 -0.56 -0.64 -0.50
H -2.580 2.808 -2.453 1.11 -0.65 1.58
H -1.567 4.793 -1.386 0.11 -1.09 0.39
H -0.171 4.558 0.674 0.04 0.79 -0.08
C -2.065 -3.158 -1.353 -0.98 -1.80 0.48
C -2.559 -2.138 -2.271 -2.49 1.80 -0.76
C -3.876 -1.630 -2.225 0.17 -0.74 -1.00
C -4.233 -0.675 -3.205 0.28 -0.34 0.58
C -3.333 -0.147 -4.073 1.44 -0.06 0.26
C -1.948 -0.609 -3.980 -1.75 -0.19 0.14
N -1.661 -1.617 -3.103 0.38 -0.19 0.31
N -0.966 -0.176 -4.716 0.97 0.65 -0.65
Si -0.909 1.014 -5.924 0.07 -0.73 -0.62
C -2.456 1.821 -6.527 -2.18 0.27 -0.64
C -0.127 0.280 -7.472 0.82 0.13 0.13
C 0.102 2.469 -5.429 1.14 0.25 0.47
H -1.057 -3.187 -1.664 1.46 -0.87 0.43
H -2.563 -4.193 -1.369 0.65 1.53 -0.36
H -2.175 -2.803 -0.339 0.27 0.06 0.44
H -4.699 -2.165 -1.744 0.50 0.22 0.35
H -5.255 -0.372 -3.241 -0.69 0.30 -0.09
H -3.541 0.640 -4.790 -0.31 -0.32 0.24
H -3.314 1.163 -6.808 0.76 0.05 0.05
H -2.278 2.431 -7.440 0.11 -0.16 0.67
H -2.922 2.452 -5.749 0.39 0.16 -0.27
H -0.612 -0.614 -7.866 -0.14 0.13 0.02
H 0.915 -0.004 -7.228 -0.33 0.05 -0.14
H -0.063 1.057 -8.250 -0.08 -0.28 0.08
H -0.237 2.840 -4.470 -0.27 0.13 0.36
H 0.084 3.328 -6.117 0.16 -0.41 0.00
H 1.137 2.125 -5.230 -0.27 0.39 -0.30
O 3.260 1.470 3.071 -0.52 -0.04 -0.36
N 2.581 2.432 2.991 0.03 -0.02 0.36
O 0.449 0.973 2.662 0.37 -0.18 0.05
Si -0.489 -0.305 3.126 -0.89 0.34 0.07
C 0.031 -1.774 2.133 0.88 -0.40 0.04
C -0.410 -3.084 2.419 -0.79 1.49 0.24
C 0.101 -4.151 1.756 0.52 -2.03 -0.86
C 1.133 -3.987 0.808 -1.35 1.02 0.89
C 1.583 -2.708 0.521 1.02 -0.75 -0.43
C 1.062 -1.616 1.200 -0.31 -0.38 0.46
C -2.338 0.041 2.878 1.07 -0.69 -1.04
C -2.899 1.147 3.509 -0.55 -0.39 0.01
C -4.236 1.412 3.288 -0.48 1.21 -0.10
C -4.996 0.673 2.390 -1.04 0.46 0.73
C -4.427 -0.398 1.741 -0.33 -0.62 -0.43
C -3.110 -0.731 1.961 0.06 1.94 1.39
C -0.323 -0.568 4.977 1.34 -0.06 0.85
C -1.409 -0.603 5.849 -1.91 0.14 -1.64
C -1.266 -0.638 7.216 -1.46 -0.06 0.81
C -0.014 -0.651 7.798 -0.34 0.07 1.35
C 1.110 -0.741 7.013 -0.24 -0.13 -1.41
C 0.937 -0.691 5.599 0.50 0.06 0.84
H -1.222 -3.196 3.132 0.11 -0.20 0.05
H -0.295 -5.181 1.931 0.38 0.98 -0.02
H 1.504 -4.834 0.294 0.40 -0.69 -0.41
H 2.416 -2.632 -0.197 -0.59 0.43 0.34
H 1.493 -0.641 1.085 0.14 0.30 -0.29
H -2.378 1.796 4.216 0.24 -0.33 -0.26
H -4.654 2.311 3.762 -0.06 -0.52 -0.13
H -6.071 0.918 2.291 0.79 -0.18 -0.18
H -4.980 -1.030 1.049 -0.14 0.32 0.05
H -2.740 -1.518 1.370 0.93 -0.93 -0.30
H -2.429 -0.569 5.339 1.30 -0.09 1.19
H -2.176 -0.683 7.869 0.93 0.20 -0.70
H 0.031 -0.577 8.903 0.21 -0.30 -0.80
H 2.069 -0.916 7.490 0.06 0.30 -0.35
H 1.847 -0.727 5.008 -0.07 -0.02 -0.19
F 2.458 -8.061 -1.608 0.06 0.52 -0.18
C 3.317 -7.293 -2.318 -0.35 0.70 0.90
C 3.306 -5.936 -2.267 0.59 -1.33 -0.72
N 4.239 -5.257 -3.031 0.02 2.09 -0.51
C 4.296 -3.749 -2.980 -0.01 -1.89 0.14
C 2.992 -3.014 -2.850 -1.50 0.35 -0.42
O 1.888 -3.541 -3.202 1.02 -0.04 0.25
O 3.151 -1.841 -2.475 -0.19 0.42 0.14
C 5.212 -5.840 -3.838 -1.06 -1.67 1.70
O 6.027 -5.299 -4.528 0.47 1.15 -0.53
N 5.246 -7.225 -3.694 0.17 -0.20 0.19
C 4.342 -8.040 -3.005 0.16 -0.38 -0.89
O 4.401 -9.255 -3.050 0.31 0.31 0.20
H 2.582 -5.356 -1.695 0.25 -0.09 -0.34
H 4.761 -3.413 -3.884 0.21 0.05 -0.57
H 4.961 -3.485 -2.183 0.26 0.29 0.57
H 6.114 -7.633 -4.037 -0.61 -0.14 -0.10
```
Forces are in eV/Å.

Relative energy (zero: lowest compared OMol25 entry of this formula, charge and spin) = 0.000 eV
Total energy = -6851.221285 Eh
Max |F| = 3.311 eV/A
Molecular weight = 1107.97 g/mol
Charge = -1
HOMO = -4.67 eV

=====

No. 4
Formula: C5H8O2
Source: the Open Molecules 2025 dataset
Level of theory: wB97M-V/def2-TZVPD

XYZ file:
```
15
Properties=species:S:1:pos:R:3:forces:R:3
C -2.057 -0.656 0.456 -0.20 -0.36 0.04
C -0.897 0.142 -0.023 -0.60 0.64 0.72
O -1.158 0.971 -0.893 0.34 0.21 0.09
C 0.423 0.086 0.724 -0.16 -0.01 0.22
C 1.616 -0.293 -0.149 -0.35 0.20 -0.34
C 1.615 0.758 -1.294 0.17 1.47 0.09
O 2.592 0.854 -2.012 -1.51 0.03 0.61
H -2.572 -0.081 1.235 0.18 0.03 -0.07
H -2.757 -0.790 -0.363 -0.09 -0.06 -0.03
H -1.777 -1.604 0.890 0.11 -0.30 0.08
H 0.076 1.632 -1.092 2.60 -1.85 -0.96
H 0.589 1.103 1.108 -0.05 -0.18 -0.07
H 0.327 -0.583 1.578 -0.10 0.00 0.02
H 2.558 -0.311 0.432 -0.40 0.14 -0.37
H 1.475 -1.288 -0.585 0.06 0.05 -0.04
```
Forces are in eV/Å.

Relative energy (zero: lowest compared OMol25 entry of this formula, charge and spin) = 3.651 eV
Total energy = -345.670789 Eh
Max |F| = 3.336 eV/A
Molecular weight = 100.12 g/mol
HOMO = -7.31 eV